No. 1
43
Properties=species:S:1:pos:R:3:forces:R:3:lowdin_charge:R:1 method="wB97M-V/def2-TZVPD" relative_energy_kj_mol=0.0 total_charge=+1 s_squared=1.07 mol_weight_g_mol=894.648 lumo_ev="-5.64 / -5.52" multiplicity=2
Ir -0.2177 0.9016 -1.1144 0.541 -0.704 -0.642 0.812
C 0.4941 -2.3532 0.9788 -0.004 0.038 0.012 -0.048
C -0.6287 -1.8479 1.8957 -0.026 -0.049 -0.144 -0.372
C -1.4221 -3.0218 2.4643 -0.002 0.014 0.081 -0.062
C -1.4910 -0.8600 1.1382 0.291 -0.029 -0.067 -0.214
C -1.1308 0.4950 1.1138 -0.332 0.104 -0.122 -0.132
C -1.8717 1.4505 0.3809 -0.469 0.031 0.081 -0.220
C -3.0284 1.0377 -0.3256 -0.005 0.176 0.129 -0.318
C -3.8927 2.0452 -1.0184 0.031 -0.046 -0.023 -0.046
C -3.3870 -0.3026 -0.2776 -0.016 -0.122 0.128 -0.087
C -2.6311 -1.2295 0.4332 -0.209 0.015 0.027 -0.058
H 1.1755 -3.0081 1.5229 -0.018 0.000 -0.010 0.092
H 1.0749 -1.5226 0.5659 0.018 -0.007 0.025 0.060
H 0.0736 -2.9142 0.1407 0.017 0.003 0.003 0.081
H -0.1663 -1.3073 2.7273 -0.036 0.035 0.010 0.139
H -1.7376 -3.7096 1.6774 -0.005 0.013 0.006 0.083
H -2.3074 -2.6877 3.0073 0.014 -0.004 -0.003 0.091
H -0.7999 -3.5870 3.1580 0.003 -0.016 -0.036 0.089
H -0.3775 0.8464 1.8066 0.105 -0.132 -0.077 0.103
H -1.7432 2.5083 0.5788 0.069 0.016 -0.053 0.122
H -4.7567 2.2763 -0.3913 -0.005 -0.002 -0.003 0.104
H -4.2673 1.6581 -1.9663 0.015 0.005 0.004 0.095
H -3.3593 2.9758 -1.2067 -0.004 -0.006 0.008 0.057
H -4.2847 -0.6263 -0.7907 0.041 -0.013 -0.027 0.132
H -2.9520 -2.2638 0.4483 -0.010 0.022 0.005 0.127
Se -0.8672 2.5682 -2.9098 -0.354 -0.253 1.057 0.091
Te -0.0139 1.7247 -4.9635 0.454 -0.170 -0.465 0.454
Te -0.2533 -1.0102 -4.6379 -0.088 0.143 -0.455 0.525
Se -1.2341 -1.1360 -2.4816 -0.396 0.551 0.688 0.105
O 5.5131 -0.0233 -0.9212 -0.017 0.106 0.195 0.155
C 5.1113 0.5212 0.2194 0.093 -0.078 -0.179 -0.484
O 5.8193 0.6403 1.1789 0.005 0.027 0.028 0.140
C 3.6900 0.9857 0.2899 -0.021 -0.059 0.086 -0.019
C 3.1535 1.6003 1.4000 -0.080 0.026 0.043 0.050
N 1.8502 1.8236 1.1511 0.079 0.076 -0.026 0.060
N 1.5094 1.3920 -0.0740 -0.311 0.577 0.480 -0.067
C 2.6164 0.8808 -0.5990 0.148 0.114 0.009 -0.130
C 2.4689 0.4016 -1.9845 0.017 -0.007 -0.218 -0.534
O 3.3989 -0.0127 -2.6478 -0.060 0.013 0.052 0.116
O 1.2477 0.5283 -2.4122 0.563 -0.426 -0.491 -0.491
H 4.8098 -0.0261 -1.6087 -0.013 -0.049 -0.110 0.074
H 3.6307 1.8791 2.3255 -0.036 0.006 -0.002 0.157
H 1.1843 2.3093 1.7281 0.012 0.058 -0.007 0.168

No. 2
10
Properties=species:S:1:pos:R:3:forces:R:3:lowdin_charge:R:1 method="wB97M-V/def2-TZVPD" relative_energy_kj_mol=11.5 total_charge=+1 mol_weight_g_mol=178.974 lumo_ev=-3.77
Cs 1.9690 -1.3883 3.0951 -0.049 -0.131 -0.015 1.081
C 0.0599 0.0674 -1.2556 0.076 -0.055 0.281 -0.072
C -0.7236 0.1119 0.0394 -0.085 -0.125 -0.125 -0.280
O 0.1232 -0.0763 1.1943 0.369 0.050 0.311 -0.270
H -0.6041 0.2273 -2.1027 -0.013 0.009 -0.041 0.086
H 0.5409 -0.9043 -1.3668 0.013 0.001 -0.077 0.078
H 0.8314 0.8387 -1.2661 -0.023 0.038 -0.069 0.079
H -1.4387 -0.7058 0.0937 -0.090 0.045 -0.069 0.118
H -1.2635 1.0523 0.1459 -0.058 -0.006 0.016 0.121
H 0.5054 0.7771 1.4227 -0.140 0.174 -0.213 0.060

No. 3
14
Properties=species:S:1:pos:R:3:forces:R:3:lowdin_charge:R:1 method="wB97M-V/def2-TZVPD" smiles="C[C@H]1CC=CO1" relative_energy_kj_mol=99.7 mol_weight_g_mol=84.118 lumo_ev=1.09
C -1.1169 1.4193 -0.1345 -0.063 0.761 0.371 -0.051
C -0.2731 0.3725 0.5831 -1.022 -0.591 0.077 -0.374
C -0.4070 -1.0912 -0.0042 0.276 0.701 -0.002 -0.120
C 1.0673 -1.3683 -0.3829 -0.977 0.044 0.247 -0.074
C 1.7665 -0.2734 -0.0952 0.917 -0.270 0.102 -0.155
O 1.1005 0.7611 0.5137 0.600 -0.547 -0.625 -0.069
H -2.1757 1.1274 -0.2059 0.364 -0.079 0.027 0.080
H -0.7111 1.5594 -1.1434 -0.165 -0.035 0.112 0.087
H -1.0951 2.4171 0.3858 0.143 -0.973 -0.430 0.092
H -0.5265 0.3032 1.6425 -0.038 0.307 0.033 0.135
H -1.0798 -1.0630 -0.8982 0.459 -0.298 0.701 0.110
H -0.8431 -1.7379 0.7998 0.441 0.222 -0.950 0.113
H 1.4446 -2.3027 -0.8160 -0.146 0.679 0.193 0.099
H 2.8494 -0.1238 -0.2449 -0.787 0.080 0.143 0.128

No. 4
13
Properties=species:S:1:pos:R:3:forces:R:3:lowdin_charge:R:1 method="wB97M-V/def2-TZVPD" smiles=CC1(O)CC1 relative_energy_kj_mol=164.2 mol_weight_g_mol=72.107 lumo_ev=1.01
C 0.8217 -0.9188 -0.7530 0.302 -0.003 -0.074 -0.026
C 0.1506 0.2983 -0.1257 -0.516 -0.560 -0.078 -0.538
O -0.0364 1.3733 -1.0254 -0.188 -0.224 -0.373 -0.010
C -0.1841 0.7179 1.2951 0.133 0.068 0.122 -0.060
C -1.0871 -0.2027 0.5427 -0.407 0.008 -0.047 -0.121
H 1.3793 -1.5479 -0.0558 0.084 0.217 -0.008 0.085
H 1.4431 -0.6497 -1.6088 0.336 0.026 0.201 0.072
H 0.0045 -1.5380 -1.1540 0.430 0.132 -0.052 0.084
H 0.7768 1.5062 -1.5273 -0.104 -0.048 0.209 0.093
H 0.3113 0.3914 2.2043 0.038 -0.110 -0.223 0.098
H -0.5637 1.7368 1.3191 0.446 -0.056 0.048 0.105
H -1.0077 -1.2529 0.8275 -0.218 0.261 -0.189 0.106
H -2.0082 0.0860 0.0613 -0.337 0.288 0.465 0.113

No. 5
29
Properties=species:S:1:pos:R:3:forces:R:3:lowdin_charge:R:1 method="wB97M-V/def2-TZVPD" relative_energy_kj_mol=0.0 total_charge=+1 mol_weight_g_mol=324.027 lumo_ev=-3.08
C 0.0485 0.9902 -2.0633 0.108 0.236 0.060 -0.099
C 0.8234 1.6786 -0.9401 0.089 -0.213 -0.050 -0.228
C 1.4338 0.7295 0.0977 -0.226 0.168 -0.011 -0.172
C 0.4580 0.2430 1.1625 0.744 0.527 0.114 -0.112
C -0.0727 -2.0137 0.4410 -2.494 -2.823 -2.271 0.014
C -1.8030 -0.6846 1.5128 -0.929 0.007 0.340 -0.164
C -1.5284 -3.1828 -0.6095 2.766 2.322 1.737 -0.600
C -2.6327 0.5937 1.3638 -0.214 0.009 0.721 -0.702
N -0.6017 -0.6782 0.6355 -0.100 0.507 -0.380 -0.158
F -2.2747 -3.6784 0.3630 -0.414 -0.246 0.052 -0.027
F -2.8033 0.8505 0.0427 -0.055 0.032 -0.481 -0.052
Br -2.4661 -2.0076 -1.7721 0.104 -0.302 0.114 0.836
Br -4.3859 0.3187 2.2202 0.874 0.092 -0.329 0.777
H -0.9747 0.7341 -1.7881 -0.113 -0.045 -0.043 0.029
H 0.5667 0.0987 -2.4103 0.019 -0.148 -0.065 0.083
H -0.0308 1.6667 -2.9093 -0.114 -0.004 -0.122 0.088
H 1.6455 2.2345 -1.3890 -0.008 0.060 0.025 0.116
H 0.1811 2.4078 -0.4433 0.040 0.125 0.042 0.115
H 1.9168 -0.1086 -0.4069 0.088 -0.048 0.033 0.113
H 2.2181 1.2673 0.6342 -0.001 -0.117 0.064 0.129
H 0.9895 -0.2859 1.9573 -0.214 -0.055 -0.024 0.145
H -0.0355 1.1120 1.5985 -0.095 -0.095 0.021 0.129
H 0.7776 -2.0507 -0.2230 0.157 0.210 0.066 0.101
H 0.0298 -2.5831 1.3531 0.049 0.144 0.224 0.114
H -2.4394 -1.5288 1.2409 0.211 0.087 -0.049 0.094
H -1.4970 -0.8073 2.5542 0.109 0.000 -0.137 0.151
H -0.9306 -3.9430 -1.1064 -0.147 0.127 -0.088 0.085
H -2.1869 1.4887 1.8130 -0.187 -0.287 0.044 0.104
H -0.8861 -0.3074 -0.2956 -0.049 -0.272 0.392 0.092

No. 6
14
Properties=species:S:1:pos:R:3:forces:R:3:lowdin_charge:R:1 method="wB97M-V/def2-TZVPD" smiles="[H]/N=c1/cc(O)[nH]n1N" relative_energy_kj_mol=429.5 mol_weight_g_mol=114.108 lumo_ev=0.43
H 2.6312 1.0149 -0.0160 -0.924 0.484 0.832 0.053
N 1.7840 1.5930 0.2150 -0.627 -1.426 -1.340 0.106
C 0.7329 0.9074 -0.0836 3.535 -0.451 -0.198 -0.358
C -0.6480 1.3544 -0.1297 1.037 -0.907 0.091 0.042
C -1.2887 0.1962 -0.1470 -3.744 -1.745 1.833 -0.351
O -2.6300 -0.1588 0.1776 2.764 -1.281 1.045 0.004
N -0.5298 -0.9645 -0.0556 0.272 -0.865 -1.036 -0.008
N 0.7723 -0.5962 -0.4481 1.322 0.672 0.040 -0.138
N 1.7435 -1.4881 0.2394 0.345 1.693 -3.237 0.047
H -0.9332 2.3509 0.1456 -0.309 -0.016 -0.192 0.122
H -2.3361 -0.9485 0.8056 -1.751 2.140 -1.623 0.159
H -0.8125 -1.8096 -0.5876 -0.277 1.117 0.156 0.162
H 1.2595 -1.5445 1.0819 -0.092 -1.629 2.043 0.035
H 2.0642 -2.3503 -0.3429 -1.552 2.215 1.585 0.125